Model a:
The following is a quantum chemistry calculation of a structure of composition C4H8ClN4, from OMol25.

Orbital gap (eV): 8.191
Lowest unoccupied orbital energy (Ha): -0.16363

```
! wB97M-V def2-TZVPD RIJCOSX def2/J DEFGRID3
* xyz 1 1
C -1.618 0.910 -1.167
C 0.055 -0.714 -1.821
C 0.462 -0.965 -0.414
C -0.587 1.285 0.521
N -1.178 0.029 -1.929
N -2.239 1.637 2.070
N -1.232 1.009 1.703
N 0.587 0.362 0.334
Cl -3.068 1.685 -1.172
H 0.772 -0.248 -2.461
H -0.090 -1.807 -2.372
H -0.335 -1.522 0.069
H 1.360 -1.491 -0.383
H -0.520 2.314 0.199
H -2.411 1.729 3.159
H 0.862 -0.003 1.241
H 1.474 0.656 -0.264
*
```

Model b:
The following is a quantum chemistry calculation of the ion C4H8ClN4 with charge +1, from OMol25.

Orbital gap (eV): 9.177
Lowest unoccupied orbital energy (Ha): -0.16046

```
! wB97M-V def2-TZVPD RIJCOSX def2/J DEFGRID3
* xyz 1 1
H -2.568 -1.095 0.660
N -1.835 -1.471 0.060
C -0.719 -0.938 -0.058
C 0.282 -1.681 -0.941
Cl -0.324 -3.112 -1.542
N 1.479 -1.371 -1.058
C 1.892 -0.040 -0.715
C 0.779 0.951 -0.143
N -0.231 0.205 0.561
N -1.177 1.113 1.224
H 2.296 0.493 -1.613
H 2.758 -0.022 0.035
H 1.400 1.521 0.492
H 0.421 1.440 -1.136
H -1.208 2.130 0.881
H -1.052 1.116 2.274
H -2.193 0.762 1.020
*
```

Taking the most stable structure as the zero point, the relative energies in kcal/mol are model a 44.0; model b 0.0.

Model a:
The following is a quantum chemistry calculation of a structure of composition C4H12N4SSi, from OMol25.

Orbital gap (eV): 8.547
Lowest unoccupied orbital energy (Ha): 0.01876

```
! wB97M-V def2-TZVPD RIJCOSX def2/J DEFGRID3
* xyz 0 1
C -0.405 -1.587 -1.460
C 1.825 -0.847 1.158
C 1.899 0.181 -1.796
C -2.346 0.275 1.795
N -1.268 2.808 0.085
N -0.857 2.004 -0.715
N -1.198 2.592 1.300
N -0.256 0.844 0.015
Si 0.827 -0.517 -0.421
S -0.603 1.055 1.573
H -0.356 -1.075 -2.436
H -0.231 -2.672 -1.603
H -1.326 -1.570 -1.052
H 1.159 -1.126 1.964
H 2.552 -1.714 1.069
H 2.559 -0.185 1.456
H 1.426 1.110 -2.179
H 2.986 0.458 -1.758
H 1.742 -0.487 -2.661
H -2.191 -0.403 2.683
H -2.887 -0.199 0.893
H -3.050 1.053 2.088
*
```

Model b:
The following is a quantum chemistry calculation of a structure of composition C4H12N4SSi, from OMol25.

Orbital gap (eV): 9.526
Lowest unoccupied orbital energy (Ha): 0.02457

```
! wB97M-V def2-TZVPD RIJCOSX def2/J DEFGRID3
* xyz 0 1
C -1.181 -1.948 -1.114
C -2.260 0.715 0.302
C -0.541 -1.294 1.914
C 1.910 2.507 -0.724
N 2.874 -0.459 -0.530
N 1.946 -0.871 -1.110
N 3.088 0.422 0.264
N 0.562 0.169 -0.367
Si -0.894 -0.595 0.158
S 1.462 1.166 0.441
H -1.672 -2.852 -0.714
H -1.743 -1.659 -1.890
H -0.329 -2.141 -1.621
H -2.374 1.331 -0.516
H -3.137 0.239 0.446
H -1.999 1.402 1.105
H 0.097 -2.149 1.717
H -0.245 -0.471 2.490
H -1.462 -1.790 2.418
H 1.516 2.156 -1.753
H 3.054 2.650 -0.475
H 1.329 3.472 -0.437
*
```

Taking the most stable structure as the zero point, the relative energies in kcal/mol are model a 4.8; model b 0.0.

Model a:
The following is a quantum chemistry calculation of a structure of composition C13H22CoN2O5PS2, from OMol25.

⟨S²⟩: 0.7818
Orbital gap (alpha / beta) (eV): 7.182 / 7.307
Lowest unoccupied orbital energy (alpha / beta) (Ha): 0.10440 / 0.10441

```
! wB97M-V def2-TZVPD RIJCOSX def2/J DEFGRID3
* xyz -1 2
Co -1.069 0.566 -0.209
C 0.222 0.959 -5.207
C 0.941 -0.297 -4.760
O 0.092 -1.230 -4.080
P -0.479 -0.904 -2.602
S -2.078 0.248 -2.497
S 0.990 -0.220 -1.455
O -0.925 -2.395 -2.208
C -0.108 -3.283 -1.447
C 0.939 -3.963 -2.306
H 0.887 1.556 -5.834
H -0.086 1.558 -4.352
H -0.670 0.706 -5.782
H 1.780 -0.047 -4.104
H 1.326 -0.851 -5.617
H -0.801 -4.006 -1.017
H 0.362 -2.729 -0.632
H 0.472 -4.513 -3.125
H 1.520 -4.662 -1.700
H 1.621 -3.225 -2.728
O -1.775 -1.217 0.427
N -1.608 -1.425 1.665
N -0.918 -0.524 2.251
O -0.399 0.511 1.619
C -0.680 -0.626 3.645
C -0.005 0.416 4.268
C 0.239 0.336 5.630
C -0.181 -0.765 6.361
C -0.855 -1.797 5.722
C -1.110 -1.741 4.362
H 0.309 1.260 3.673
H 0.764 1.146 6.121
H 0.016 -0.820 7.424
H -1.186 -2.660 6.286
H -1.633 -2.537 3.857
C 0.543 3.226 1.114
C -0.248 3.394 -0.185
C 0.714 3.542 -1.369
O -1.189 2.408 -0.418
H 1.190 4.093 1.276
H 1.168 2.329 1.073
H -0.136 3.126 1.962
H -0.800 4.349 -0.098
H 1.295 2.627 -1.496
H 1.402 4.382 -1.225
H 0.144 3.702 -2.286
*
```

Model b:
The following is a quantum chemistry calculation of a structure of composition C13H22CoN2O5PS2, from OMol25.

⟨S²⟩: 0.7626
Orbital gap (alpha / beta) (eV): 7.018 / 7.096
Lowest unoccupied orbital energy (alpha / beta) (Ha): 0.10577 / 0.10571

```
! wB97M-V def2-TZVPD RIJCOSX def2/J DEFGRID3
* xyz -1 2
Co -0.478 -0.971 -1.421
C 4.320 -1.278 2.235
C 3.117 -2.145 1.918
O 1.883 -1.408 1.950
P 1.442 -0.459 0.739
S 1.775 -0.594 -1.232
S -0.503 -0.146 0.997
O 2.344 0.852 1.087
C 1.794 2.155 1.255
C 1.719 2.507 2.727
H 5.212 -1.900 2.329
H 4.160 -0.739 3.170
H 4.482 -0.541 1.449
H 2.999 -2.934 2.660
H 3.231 -2.621 0.941
H 0.802 2.194 0.801
H 2.453 2.838 0.715
H 1.113 1.763 3.245
H 1.260 3.489 2.860
H 2.715 2.517 3.172
O -2.420 -1.071 -1.864
N -2.958 0.069 -1.982
N -2.112 1.024 -2.078
O -0.809 0.814 -2.076
C -2.571 2.368 -2.120
C -3.930 2.662 -2.188
C -4.332 3.986 -2.205
C -3.396 5.013 -2.167
C -2.046 4.702 -2.127
C -1.624 3.380 -2.106
H -4.646 1.855 -2.219
H -5.389 4.218 -2.252
H -3.719 6.046 -2.165
H -1.308 5.494 -2.114
H -0.579 3.112 -2.070
C 0.863 -4.574 -0.071
C -0.306 -3.587 0.005
C -1.635 -4.333 0.155
O -0.316 -2.792 -1.119
H 0.959 -5.157 0.852
H 1.790 -4.026 -0.248
H 0.710 -5.263 -0.907
H -0.172 -2.979 0.916
H -1.765 -5.025 -0.682
H -2.454 -3.614 0.142
H -1.674 -4.901 1.092
*
```

Taking the most stable structure as the zero point, the relative energies in kcal/mol are model a 0.0; model b 10.3.

Model a:
The following is a quantum chemistry calculation of the ion C4H10NOS with charge +1, from OMol25.

Orbital gap (eV): 8.728
Lowest unoccupied orbital energy (Ha): -0.14233

```
! wB97M-V def2-TZVPD RIJCOSX def2/J DEFGRID3
* xyz 1 1
N 1.745 0.253 -1.114
C 0.572 -0.290 -0.382
C 1.133 -0.588 1.061
O 2.109 -0.124 1.545
C -0.619 0.670 -0.166
C -1.696 0.239 0.806
S -3.020 -0.905 0.373
H 1.833 1.269 -1.049
H 2.581 -0.122 -0.634
H 1.799 -0.138 -2.063
H 0.242 -1.225 -0.840
H 0.451 -1.380 1.497
H -0.955 0.816 -1.203
H -0.211 1.642 0.068
H -1.288 -0.132 1.768
H -2.233 1.202 1.085
H -2.443 -1.188 -0.753
*
```

Model b:
The following is a quantum chemistry calculation of the ion C4H10NOS with charge +1, from OMol25.

Orbital gap (eV): 9.185
Lowest unoccupied orbital energy (Ha): -0.14181

```
! wB97M-V def2-TZVPD RIJCOSX def2/J DEFGRID3
* xyz 1 1
N -0.041 1.557 1.394
C -0.234 0.233 0.623
C -1.595 0.365 -0.058
O -1.928 1.462 -0.415
C 1.020 -0.030 -0.199
C 0.889 -1.210 -1.182
S -0.042 -2.617 -0.518
H -0.028 1.476 2.411
H 0.889 1.914 1.165
H -0.772 2.215 1.080
H -0.241 -0.484 1.449
H -2.134 -0.549 -0.360
H 1.861 -0.227 0.470
H 1.232 0.876 -0.772
H 0.350 -0.950 -2.108
H 1.857 -1.541 -1.532
H -1.081 -2.490 -1.449
*
```

Model c:
The following is a quantum chemistry calculation of a structure of composition C4H10NOS, from OMol25.

Orbital gap (eV): 9.865
Lowest unoccupied orbital energy (Ha): -0.15217

```
! wB97M-V def2-TZVPD RIJCOSX def2/J DEFGRID3
* xyz 1 1
C 0.954 -0.291 -0.034
C -0.798 0.875 -1.261
C -0.072 -2.497 0.433
C -0.342 0.561 0.097
N 0.266 1.804 0.832
O 0.894 -1.567 -0.054
S 2.418 0.467 -0.329
H -1.834 1.348 -1.202
H -0.150 1.531 -1.837
H -0.900 -0.100 -1.830
H 0.653 -3.213 0.787
H -0.816 -3.020 -0.160
H -0.490 -2.032 1.250
H -1.079 0.119 0.789
H 1.240 1.714 0.072
H 0.320 1.649 1.822
H -0.265 2.650 0.626
*
```

Taking the most stable structure as the zero point, the relative energies in kcal/mol are model a 12.8; model b 0.0; model c 26.2.